1.
DFT (ωB97M-V/def2-TZVPD) results for a molecular structure, C47H56N7RbSb.

Structure (ORCA input):
```
! wB97M-V def2-TZVPD RIJCOSX def2/J DEFGRID3
* xyz 1 1
Rb 5.92683 -17.28987 12.93944
C 9.19122 -17.02996 17.42877
C 7.99137 -17.92577 17.60290
C 8.01011 -18.87991 18.60301
C 6.94874 -19.72861 18.81231
C 5.83672 -19.65586 17.99641
C 5.74640 -18.69629 17.00046
C 4.48169 -18.55779 16.23363
C 6.83076 -17.83352 16.80836
N 6.75292 -16.77233 15.82714
C 6.32219 -15.66102 16.24506
C 5.71706 -15.39571 17.58531
C 6.27853 -14.50085 15.28143
C 7.00018 -13.27078 15.72232
N 5.68071 -14.64915 14.15967
C 5.58854 -13.52689 13.26594
C 4.46703 -12.69090 13.33796
C 3.34714 -12.93638 14.34785
C 4.41052 -11.59584 12.46184
C 5.40851 -11.38214 11.52116
C 6.50962 -12.24355 11.45606
C 6.62762 -13.31401 12.33890
C 7.81376 -14.24149 12.27707
H 10.04586 -17.41823 18.00162
H 8.94111 -16.02353 17.75435
H 9.46053 -16.97834 16.37575
H 8.90484 -18.91813 19.23403
H 7.03031 -20.49422 19.57414
H 5.01659 -20.36321 18.14533
H 3.85197 -19.45029 16.29595
H 4.63582 -18.34894 15.17193
H 3.87140 -17.70903 16.56565
H 6.46508 -15.57280 18.37822
H 4.89006 -16.09101 17.75239
H 5.34474 -14.37367 17.70283
H 7.97217 -13.55586 16.14044
H 6.46724 -12.68174 16.49724
H 7.19275 -12.58832 14.90858
H 3.73359 -12.81572 15.35216
H 2.98832 -13.95576 14.26091
H 2.54574 -12.23040 14.20876
H 3.57149 -10.91046 12.53521
H 5.33260 -10.53003 10.86348
H 7.27709 -12.12086 10.68636
H 8.55859 -13.84609 11.59432
H 7.54915 -15.22223 11.88230
H 8.27182 -14.37146 13.25548
C 1.81992 -19.90663 13.75016
C 1.90611 -21.40244 13.58825
C 0.74717 -22.16364 13.70982
C 0.77140 -23.52100 13.47450
C 1.96561 -24.15865 13.13752
C 3.13838 -23.39680 13.05770
C 3.10985 -22.02246 13.28057
Sb 4.91914 -20.89083 13.18018
C 5.88869 -21.75985 14.90694
C 5.20525 -22.59999 15.78688
C 5.85082 -23.19736 16.86260
C 7.17874 -22.94464 17.08794
C 7.85722 -22.08114 16.25962
C 7.22385 -21.46732 15.18836
C 7.99563 -20.50008 14.33867
C 5.81139 -22.03532 11.62020
C 6.87785 -22.89941 11.77430
C 7.43103 -23.57259 10.68912
C 6.83955 -23.43351 9.46092
C 5.74907 -22.61450 9.29685
C 5.23274 -21.88000 10.33958
C 4.07679 -20.97856 10.07946
H 0.78534 -19.61232 13.87318
H 2.17011 -19.37569 12.84862
H 2.35666 -19.56275 14.61606
H -0.20029 -21.68311 13.92411
H -0.12899 -24.12765 13.53518
H 2.00680 -25.21545 12.94690
H 4.07520 -23.83907 12.77077
H 4.16628 -22.83204 15.56806
H 5.27837 -23.88477 17.47368
H 7.69519 -23.39401 17.92512
H 8.89235 -21.84451 16.47675
H 9.06210 -20.59772 14.56550
H 7.69819 -19.46083 14.51321
H 7.88210 -20.69430 13.27782
H 7.35404 -22.99404 12.73943
H 8.32179 -24.18368 10.80277
H 7.29451 -23.92903 8.60294
H 5.32721 -22.50677 8.31338
H 3.89828 -20.98232 9.01154
H 4.21446 -19.94358 10.41625
H 3.14107 -21.32552 10.52799
C 8.04478 -19.48174 6.72739
C 6.87284 -18.84578 5.98186
C 5.62529 -19.73037 6.03678
C 6.60896 -17.41702 6.44574
N 6.41395 -17.33402 7.89791
C 7.29701 -17.01833 8.85857
N 6.68834 -17.04557 10.02556
N 5.42501 -17.42756 9.77108
N 5.24417 -17.57773 8.52331
H 8.31124 -20.42515 6.25371
H 7.77589 -19.67111 7.76371
H 8.95751 -18.88788 6.73228
H 7.17089 -18.73215 4.93568
H 5.24362 -19.80156 7.04196
H 5.82599 -20.75662 5.71947
H 4.84487 -19.29400 5.39055
H 5.71542 -16.98881 5.99883
H 7.44702 -16.75013 6.23455
H 8.32135 -16.79086 8.66084
N 10.41271 -17.32695 12.39452
C 9.27644 -17.38876 12.67193
H 11.40978 -17.25252 12.26404
*
```

Summary:
energy above the lowest of the compared OMol25 structures with the same formula, charge and spin = 0.00 kJ/mol

Atom charges from the Löwdin analysis, given in e for atoms 1 to 99:
1 Rb 0.58
2 C -0.03
3 C -0.22
4 C -0.05
5 C -0.07
6 C -0.04
7 C -0.23
8 C -0.06
9 C -0.20
10 N 0.12
11 C -0.29
12 C 0.02
13 C -0.28
14 C 0.01
15 N 0.08
16 C -0.22
17 C -0.19
18 C -0.02
19 C -0.04
20 C -0.07
21 C -0.04
22 C -0.22
23 C -0.05
24 H 0.09
25 H 0.07
26 H 0.07
27 H 0.12
28 H 0.11
29 H 0.12
30 H 0.08
31 H 0.00
32 H 0.09
33 H 0.11
34 H 0.09
35 H 0.09
36 H 0.10
37 H 0.11
38 H 0.08
39 H 0.07
40 H 0.08
41 H 0.07
42 H 0.11
43 H 0.10
44 H 0.11
45 H 0.08
46 H 0.00
47 H 0.07
48 C -0.07
49 C -0.31
50 C -0.05
51 C -0.07
52 C -0.06
53 C -0.11
54 C -0.35
55 Sb 1.51
56 C -0.31
57 C -0.11
58 C -0.09
59 C -0.09
60 C -0.05
61 C -0.33
62 C -0.08
63 C -0.34
64 C -0.12
65 C -0.08
66 C -0.09
67 C -0.06
68 C -0.31
69 C -0.08
70 H 0.08
71 H 0.08
72 H 0.04
73 H 0.11
74 H 0.11
75 H 0.10
76 H 0.10
77 H 0.09
78 H 0.11
79 H 0.11
80 H 0.12
81 H 0.09
82 H 0.05
83 H 0.05
84 H 0.09
85 H 0.11
86 H 0.11
87 H 0.11
88 H 0.07
89 H 0.05
90 H 0.08
91 C -0.07
92 C -0.40
93 C -0.06
94 C -0.10
95 N -0.09
96 C -0.13
97 N -0.03
98 N -0.06
99 N 0.07


2.
DFT (ωB97M-V/def2-TZVPD) results for 2 unconnected molecules or ions with the total composition C47H57F3N3O3.

Structure (ORCA input):
```
! wB97M-V def2-TZVPD RIJCOSX def2/J DEFGRID3
* xyz 1 1
C -3.01657 -1.56412 4.32741
C -2.05389 -1.51782 3.45336
C -0.82223 -1.47718 2.43794
C -0.65026 -0.04419 1.66289
C 0.15461 1.06008 2.52568
N 0.05171 0.80742 4.02238
C -1.15928 1.54311 4.53706
N -0.03626 -0.52160 0.34834
C -0.40559 0.07287 -0.78942
C 0.13424 -0.37130 -2.23304
C 1.19358 -1.58357 -2.20702
C 0.62889 -2.96853 -1.59006
C -0.96556 -3.16803 -1.70582
C -1.31474 -4.54500 -0.87571
C -2.58376 -4.30942 0.12654
C -2.51865 -5.27679 1.44807
C -3.65297 -6.43697 1.44550
C -4.40235 -6.62955 2.85893
C -3.46318 -7.15023 4.06156
C -4.02262 -6.69729 5.53358
C -3.32563 -5.32786 6.06887
O -2.71364 -5.48513 7.38946
C -2.03498 -4.21296 7.65898
C -1.45422 1.26198 -0.37493
C -2.51789 1.55209 -1.55518
C -3.79823 2.44863 -1.09157
C -4.06319 3.72779 -2.01979
F -4.35411 3.68400 -3.42963
C -4.05342 5.06089 -1.40542
F -2.94327 5.95398 -1.52633
F -5.23450 5.44300 -0.65343
C -0.64022 2.65190 -0.29242
C 0.77606 2.94604 -0.88192
C 1.39405 4.34328 -0.71460
N 0.92836 5.52420 -0.04522
C -0.35066 5.19192 0.51761
C -1.19374 3.90737 0.45713
C -2.00837 0.62490 1.03531
C -3.15402 -0.41497 0.50909
C -4.38379 -0.63977 1.23581
H -3.80836 -1.85834 5.11154
H 0.16320 -1.74987 2.99823
H -0.96917 -2.34477 1.67149
H -0.35926 2.09564 2.36902
H 1.25477 1.06530 2.17182
H 0.85997 1.32525 4.41375
H -2.15472 1.14276 4.11621
H -1.25922 1.47706 5.69595
H -1.14257 2.67915 4.29760
H 0.63069 -1.29656 0.52392
H 0.69149 0.54001 -2.70257
H -0.74442 -0.58275 -2.96886
H 2.15952 -1.32781 -1.61212
H 1.55751 -1.83102 -3.28585
H 1.04681 -3.11823 -0.51509
H 1.10912 -3.82760 -2.21474
H -1.59612 -2.34708 -1.20816
H -1.33477 -3.24821 -2.80443
H -1.44429 -5.44735 -1.57219
H -0.40238 -4.72528 -0.17221
H -3.51875 -4.61991 -0.46469
H -2.64782 -3.23517 0.53221
H -2.61540 -4.67026 2.43739
H -1.48941 -5.82003 1.52838
H -3.18395 -7.44140 1.14721
H -4.47912 -6.18472 0.66538
H -5.21248 -7.44841 2.69458
H -4.96375 -5.69366 3.22827
H -3.45689 -8.31586 4.09908
H -2.35414 -6.83733 3.97429
H -3.83007 -7.51192 6.34114
H -5.17217 -6.52345 5.48689
H -2.51689 -5.02252 5.30739
H -4.15413 -4.51040 6.13245
H -2.74859 -3.29904 7.52554
H -1.61637 -4.18364 8.74468
H -1.13275 -4.08543 6.93526
H -2.85281 0.59744 -2.13205
H -1.96026 2.19966 -2.34700
H -3.77996 2.74880 0.01649
H -4.72098 1.74373 -1.20924
H 1.34959 2.12004 -1.43982
H 2.43535 4.48403 -1.21767
H -0.82410 6.06451 1.12745
H -2.22379 3.86400 0.96567
H -2.54903 1.42627 1.65774
H -3.04548 -0.97482 -0.48456
H -4.71124 0.14042 2.02740
H -4.98894 -1.59633 1.04885
C 10.02998 3.03668 -6.11048
C 9.68713 2.14946 -5.09210
C 8.49588 2.31781 -4.39305
C 7.64849 3.38313 -4.70324
C 8.00369 4.28538 -5.70635
C 9.19143 4.10359 -6.41796
C 7.13847 5.44679 -6.01131
O 7.44599 6.23376 -6.89008
C 5.89876 5.64322 -5.22748
C 5.10164 6.76557 -5.46442
C 3.92699 6.95144 -4.74106
C 3.53972 6.01353 -3.78605
C 4.33467 4.89696 -3.54376
C 5.52077 4.71544 -4.25780
C 6.37578 3.54374 -3.96694
O 6.03834 2.72363 -3.12671
H 10.95528 2.89944 -6.66174
H 10.34814 1.32452 -4.84431
H 8.23198 1.61981 -3.60390
H 9.46713 4.79461 -7.20908
H 5.39559 7.49924 -6.20949
H 3.31163 7.82728 -4.92328
H 2.61938 6.15513 -3.22678
H 4.02997 4.17180 -2.79469
*
```

Atom charges from the Löwdin analysis, given in e for atoms 1 to 99:
1 C 0.09
2 C -0.10
3 C -0.10
4 C -0.27
5 C -0.13
6 N -0.11
7 C -0.15
8 N 0.16
9 C -0.04
10 C -0.10
11 C -0.19
12 C -0.22
13 C -0.20
14 C -0.18
15 C -0.19
16 C -0.20
17 C -0.21
18 C -0.22
19 C -0.21
20 C -0.16
21 C -0.24
22 O -0.23
23 C -0.13
24 C -0.25
25 C -0.12
26 C -0.11
27 C -0.11
28 F 0.00
29 C -0.07
30 F 0.04
31 F 0.04
32 C -0.10
33 C 0.01
34 C -0.11
35 N 0.05
36 C -0.11
37 C -0.02
38 C -0.12
39 C -0.13
40 C 0.03
41 H 0.07
42 H 0.14
43 H 0.11
44 H 0.11
45 H 0.15
46 H 0.11
47 H 0.06
48 H 0.11
49 H 0.09
50 H 0.16
51 H 0.13
52 H 0.14
53 H 0.12
54 H 0.13
55 H 0.10
56 H 0.13
57 H 0.06
58 H 0.13
59 H 0.12
60 H 0.10
61 H 0.11
62 H 0.07
63 H 0.10
64 H 0.11
65 H 0.11
66 H 0.11
67 H 0.12
68 H 0.11
69 H 0.12
70 H 0.11
71 H 0.12
72 H 0.11
73 H 0.11
74 H 0.12
75 H 0.09
76 H 0.10
77 H 0.10
78 H 0.13
79 H 0.14
80 H 0.11
81 H 0.13
82 H 0.09
83 H 0.10
84 H 0.12
85 H 0.10
86 H 0.15
87 H 0.09
88 H 0.09
89 H 0.08
90 C -0.05
91 C -0.05
92 C 0.00
93 C -0.09
94 C -0.08
95 C 0.01
96 C -0.28
97 O 0.11
98 C -0.08
99 C 0.01


Ordered Kohn-Sham gap results: 8.400; 6.726; unit eV.
Ordered LUMO level results: -1.846; -3.931; unit eV.
Ordered E_HOMO results: -10.25; -10.66; unit eV.